The following is a quantum chemistry calculation of a molecular structure, C37H74BClI3O15P2, from the OMol25 dataset.

Geometry as ORCA input:
```
! wB97M-V def2-TZVPD RIJCOSX def2/J DEFGRID3
* xyz -1 1
C 2.47 2.17 5.39
C 2.97 1.63 3.94
O 1.83 1.74 3.08
C 2.05 1.16 1.75
C 1.75 2.30 0.69
P 0.32 2.15 -0.54
O 1.29 0.78 -1.10
C 0.60 -0.31 -1.68
C 1.54 -1.64 -1.45
C 3.10 -1.25 -1.43
C 1.31 -2.70 -2.62
C 1.61 -4.22 -2.08
C -0.17 -2.74 -3.24
C 1.32 3.36 -1.68
I 2.72 2.32 -3.08
C 2.14 4.63 -1.24
C 3.71 4.54 -0.85
I 1.24 6.11 0.15
P -1.16 2.12 -2.18
O -0.60 1.93 -3.63
O -2.12 3.56 -2.29
O -2.31 0.86 -2.18
O -0.47 1.06 0.54
C -1.57 1.42 1.38
C -1.35 0.95 2.91
C -0.64 -0.48 3.07
O -0.10 -0.71 4.19
Cl -0.53 -1.81 1.85
C -2.74 0.47 0.82
C -3.70 -0.31 1.79
C -4.82 0.60 2.55
O -4.51 -1.21 0.92
C -1.68 3.04 1.11
I -0.97 4.39 2.76
B -3.20 3.69 0.98
O -4.11 3.40 -0.12
O -3.75 4.62 1.96
C -5.16 4.86 1.74
O -0.71 3.43 0.09
H 1.89 3.17 5.26
H 3.33 2.37 6.11
H 1.69 1.44 5.83
H 3.75 2.39 3.58
H 3.36 0.56 4.04
H 3.19 0.94 1.79
H 1.60 0.13 1.59
H 1.77 3.30 1.25
H 2.67 2.17 0.00
H 0.64 -0.18 -2.83
H -0.41 -0.64 -1.30
H 1.18 -2.12 -0.46
H 3.70 -2.22 -1.42
H 3.35 -0.67 -0.48
H 3.31 -0.68 -2.40
H 2.03 -2.52 -3.51
H 2.27 -4.76 -2.83
H 2.03 -4.16 -1.02
H 0.59 -4.75 -2.01
H -0.24 -1.90 -4.04
H -0.39 -3.72 -3.82
H -1.01 -2.60 -2.50
H 0.51 3.81 -2.39
H 2.19 5.30 -2.20
H 4.37 5.16 -1.57
H 4.17 3.52 -0.79
H 3.83 5.07 0.17
H -1.58 4.36 -2.18
H -2.98 1.12 -2.85
H -2.30 1.06 3.56
H -0.62 1.64 3.49
H -2.22 -0.32 0.17
H -3.46 0.98 0.07
H -3.26 -0.99 2.58
H -5.84 0.06 2.46
H -4.54 0.58 3.66
H -4.93 1.64 2.11
H -4.44 -2.11 1.31
H -4.72 2.68 0.13
H -5.35 5.46 0.79
H -5.53 5.52 2.61
H -5.75 3.89 1.81
C -6.60 -4.23 3.48
C -6.81 -3.90 4.94
C -6.44 -2.43 4.99
O -6.78 -1.88 3.71
C -7.07 -2.95 2.80
H -7.15 -5.11 3.15
H -5.54 -4.39 3.28
H -7.86 -4.03 5.21
H -6.20 -4.51 5.62
H -5.37 -2.29 5.14
H -6.98 -1.89 5.77
H -8.15 -2.96 2.63
H -6.56 -2.77 1.85
C 2.46 -6.77 -6.68
C 1.18 -7.52 -6.99
C 0.80 -8.07 -5.63
O 1.29 -7.14 -4.66
C 2.17 -6.21 -5.31
H 2.70 -6.00 -7.42
H 3.30 -7.47 -6.63
H 0.41 -6.82 -7.34
H 1.30 -8.30 -7.75
H 1.29 -9.04 -5.44
H -0.28 -8.19 -5.51
H 1.65 -5.25 -5.37
H 3.07 -6.08 -4.71
C 7.45 -5.09 -6.07
C 6.87 -3.84 -5.45
C 5.46 -3.83 -6.00
O 5.08 -5.21 -6.19
C 6.25 -6.02 -6.06
H 8.31 -5.49 -5.54
H 7.75 -4.89 -7.11
H 6.85 -3.94 -4.36
H 7.42 -2.93 -5.70
H 5.41 -3.34 -6.97
H 4.75 -3.35 -5.32
H 6.18 -6.56 -5.11
H 6.28 -6.76 -6.87
C -0.58 9.12 5.54
C 0.00 8.79 6.89
C 0.07 7.27 6.84
O 0.27 6.91 5.47
C 0.06 8.07 4.65
H -0.38 10.14 5.21
H -1.67 8.98 5.56
H 1.01 9.20 6.97
H -0.59 9.16 7.73
H -0.87 6.82 7.17
H 0.89 6.87 7.45
H 1.03 8.41 4.28
H -0.57 7.81 3.80
*
```

Properties
Strongest force on any atom = 7.3 eV/Å
HOMO-LUMO gap = 7.8 eV
HOMO energy = -5.6987 eV
Energy = -4643.551366 Ha

Atom charges from the Löwdin analysis, given in e for atoms 1 to 6: -0.09 -0.26 -0.26 -0.19 -0.18 0.52